No. 1
{"formula": "C9H22AlHgO2", "method": "ωB97M-V/def2-TZVPD", "total_energy_ha": -901.93622, "charge": 1, "symbols": ["C", "O", "C", "C", "C", "C", "Al", "C", "C", "C", "C", "O", "H", "H", "H", "H", "H", "H", "H", "H", "H", "H", "H", "H", "H", "H", "H", "H", "H", "H", "H", "H", "H", "H", "Hg"], "coordinates": [[-2.81580, -0.92360, -2.30384], [-1.91927, -1.93309, -2.69080], [-1.17308, -2.54250, -1.69201], [0.33689, -2.21080, -1.66846], [0.80105, -0.90197, -2.29431], [1.56543, 0.00672, -1.33338], [0.02087, 0.96985, -0.37158], [0.83849, 2.68443, 0.43346], [0.39769, 2.73783, 1.86229], [1.19476, 1.84834, 2.81757], [0.34482, 0.74093, 3.40840], [1.10536, -0.19429, 4.13546], [-3.81299, -1.15232, -2.65853], [-2.53527, 0.03154, -2.74154], [-2.86999, -0.78506, -1.23313], [-1.59729, -2.42007, -0.70329], [-1.21909, -3.67099, -1.90944], [0.62455, -2.18638, -0.62219], [0.89452, -3.03614, -2.08412], [1.55473, -1.11401, -3.05432], [0.01118, -0.34578, -2.80448], [2.16759, 0.71537, -1.88490], [2.21441, -0.56337, -0.68133], [-1.11414, 1.43918, -1.42367], [-0.65941, -0.08188, 0.62115], [0.42746, 3.51382, -0.12516], [1.90995, 2.74545, 0.32006], [0.57726, 3.77781, 2.14479], [-0.66862, 2.56467, 1.98657], [1.53630, 2.46346, 3.64032], [2.06471, 1.43394, 2.32223], [-0.23528, 0.23916, 2.64645], [-0.36290, 1.20556, 4.09493], [1.73585, 0.28841, 4.68653], [-1.34073, -5.34423, -0.83974]]}


No. 2
{"formula": "C6H9NaO2Rb", "method": "ωB97M-V/def2-TZVPD", "s_squared": 0.78, "relative_energy_kj_mol": 0.00, "spin_multiplicity": 2, "symbols": ["C", "H", "H", "C", "C", "C", "O", "Na", "H", "H", "H", "H", "H", "O", "C", "C", "H", "H", "Rb"], "coordinates": [[0.33605, -1.22099, -0.80236], [1.00127, -0.42163, -0.45197], [-0.74777, -1.23680, -0.64556], [-1.39513, 1.94510, -0.86536], [-1.01253, 2.48289, 0.38558], [-1.11855, 1.74720, 1.56673], [-0.17131, 1.70569, 2.47776], [0.01775, 3.82789, 2.91783], [-2.33044, 1.37757, -0.90473], [-1.17542, 2.54028, -1.75519], [-0.17275, 3.18724, 0.27599], [-1.86258, 0.93248, 1.62127], [0.21893, -3.53936, -0.40181], [1.92220, -2.73924, 0.48735], [0.94896, -2.71023, -0.44820], [1.00745, -2.11295, -1.82819], [1.99799, -1.78447, -2.15632], [0.34770, -2.53513, -2.59477], [2.18818, -1.44554, 3.12195]]}


No. 3
{"formula": "C3H6N2O", "method": "ωB97M-V/def2-TZVPD", "relative_energy_kj_mol": 99.69, "symbols": ["H", "N", "C", "N", "C", "C", "O", "H", "H", "H", "H", "H"], "coordinates": [[-1.48642, 0.45818, -1.88601], [-1.85959, 0.26088, -0.94068], [-0.88759, 0.20063, -0.11046], [-1.11845, 0.04944, 1.23957], [0.56863, 0.42862, -0.45076], [1.60989, -0.56248, 0.07441], [1.45440, -1.31976, 1.01131], [-0.40600, -0.46347, 1.72852], [-2.04037, -0.30323, 1.43123], [0.71311, 0.42273, -1.52552], [0.89277, 1.38807, -0.06527], [2.55961, -0.55961, -0.50633]]}


No. 4
{"formula": "C6H10", "method": "ωB97M-V/def2-TZVPD", "relative_energy_kj_mol": 339.92, "symbols": ["C", "C", "C", "C", "C", "C", "H", "H", "H", "H", "H", "H", "H", "H", "H", "H"], "coordinates": [[2.27927, -0.02585, 0.01786], [0.94042, 0.37664, -0.53469], [0.40813, 0.97646, -1.54398], [-0.38174, -0.02769, 0.26521], [-1.14896, -1.18852, -0.37208], [-1.32227, 1.10743, 0.69006], [2.33468, -1.11499, 0.14108], [3.10270, 0.28542, -0.63251], [2.43623, 0.42137, 1.00791], [0.09861, -0.39708, 1.17593], [-1.73352, -0.85182, -1.23597], [-1.83673, -1.62801, 0.36026], [-0.46665, -1.97300, -0.71230], [-1.97986, 1.42953, -0.12416], [-1.95374, 0.75701, 1.51554], [-0.76374, 1.98076, 1.03575]]}